1.
Entry from the OMol25 dataset: a 2-piece molecular cluster, C5H9N3S overall (ωB97M-V/def2-TZVPD).

Properties
SMILES string: CC(C)N=C=N.N=C=S
energy: -20634.3384 eV

Positions of all 18 atoms, in Å:
1 S 3.678 0.521 0.773
2 N 0.847 -3.074 -0.561
3 N 3.464 -0.929 -1.555
4 N 0.663 -0.714 -0.211
5 C 0.565 -1.891 -0.400
6 C 0.118 0.220 0.693
7 C -1.327 -0.150 1.107
8 C 3.663 -0.358 -0.515
9 C 0.242 1.497 0.022
10 H -0.225 1.489 -0.900
11 H 0.186 2.506 0.504
12 H -1.378 -1.056 1.585
13 H 3.726 -1.913 -2.008
14 H 1.262 1.695 -0.213
15 H 0.637 0.107 1.696
16 H -1.951 -0.291 0.226
17 H -1.793 0.582 1.772
18 H 0.178 -3.837 -0.752

Force components x, y, z for each atom (eV/Å):
0.4 0.3 0.6
-0.8 -1.1 -0.1
1.2 -2.7 -1.0
-0.4 -0.7 -1.0
0.8 -0.8 0.4
-1.1 -1.2 3.5
-0.2 1.9 -1.6
-0.6 -0.9 -1.4
1.9 3.7 1.1
-1.4 0.1 -1.8
-1.4 -1.1 0.5
0.3 -2.3 1.4
-0.8 3.3 1.8
1.3 -0.7 -0.6
0.2 0.6 -1.2
-0.1 0.4 -0.2
0.2 0.2 -0.2
0.6 1.1 -0.1

=====

2.
Entry from the OMol25 dataset: a 2-piece molecular cluster, C5H9N3S overall (ωB97M-V/def2-TZVPD).

Properties
total charge: +2
energy: -20613.3527 eV

Positions of all 18 atoms, in Å:
1 S 5.244 -0.570 2.690
2 N -1.156 -1.303 -0.712
3 N 2.883 0.130 1.494
4 N 2.001 0.756 0.926
5 C 2.165 1.931 0.183
6 C 4.008 -0.095 1.945
7 C -1.620 -1.881 -1.898
8 C -1.113 -0.935 0.387
9 C -1.235 -0.391 1.669
10 H -2.510 -2.350 -1.754
11 H 1.368 2.627 0.227
12 H -0.577 0.294 2.010
13 H -0.843 -2.641 -2.349
14 H -1.072 -1.261 2.376
15 H 2.974 2.702 0.430
16 H -2.053 0.258 1.602
17 H 1.908 1.785 -0.896
18 H -1.783 -1.059 -2.478

Force components x, y, z for each atom (eV/Å):
-0.2 0.1 -0.3
0.1 0.4 4.2
-1.1 1.0 -0.7
-0.9 -1.0 -0.1
1.9 2.7 -0.6
1.4 -0.1 0.8
4.0 -2.1 -1.2
0.5 -0.5 -4.0
0.0 -3.1 1.0
-2.5 -1.5 0.8
-2.0 0.2 1.3
3.2 2.0 0.3
-1.4 1.7 0.9
-1.4 1.0 -0.3
0.0 -1.9 -0.7
-2.4 0.1 0.7
1.1 -0.8 0.3
-0.3 1.9 -2.4

=====

3.
Entry from the OMol25 dataset: a 2-piece molecular cluster, C5H9N4S overall (ωB97M-V/def2-TZVPD).

Properties
total charge: -1
energy: -22125.6093 eV

Positions of all 19 atoms, in Å:
1 S -1.007 -1.395 0.642
2 N -3.615 2.862 0.634
3 N -2.429 3.162 1.066
4 N -3.952 1.635 1.156
5 N -1.957 2.204 1.834
6 C 1.290 -1.360 -1.075
7 C 0.479 -0.441 -0.085
8 C -0.908 0.004 -0.464
9 C -2.910 1.270 1.903
10 C 1.309 0.335 0.882
11 H 1.304 -0.864 -2.059
12 H 2.337 -1.459 -0.837
13 H 1.971 -0.285 1.617
14 H 0.603 0.812 1.575
15 H 0.811 -2.373 -1.265
16 H -2.760 0.311 2.373
17 H 1.841 0.888 0.203
18 H -1.098 1.034 -0.157
19 H -1.474 -0.261 -1.381

Force components x, y, z for each atom (eV/Å):
0.6 0.3 0.8
-0.4 -1.5 0.7
0.2 0.7 -0.4
-0.4 0.3 -0.3
1.1 -0.5 1.0
-1.5 0.2 -0.9
-1.0 -3.8 -0.9
0.3 0.7 -0.7
-0.2 1.1 -1.2
-1.4 -2.4 2.8
-0.1 0.0 0.1
0.3 -0.2 0.6
-0.9 0.7 -1.9
0.4 0.8 -0.5
0.6 1.3 0.5
-0.2 0.1 0.1
1.9 2.3 -0.7
-0.5 -0.4 0.5
1.2 0.3 0.2

=====

Computed energy relative to the best compared isomer or geometry (same formula, charge and spin), in the same sequence as the records: 33.52 38.00 2.07 kcal/mol.
Computed largest force on an atom, in the same sequence as the records: 4.32 4.67 4.03 eV/A.